{"formula": "C17H9Br2F6N2O6PPd", "method": "ωB97M-V/def2-TZVPD", "symbols": ["Pd", "O", "C", "C", "C", "N", "C", "C", "C", "O", "O", "C", "O", "O", "H", "H", "H", "C", "C", "C", "C", "C", "C", "Br", "C", "C", "Br", "C", "O", "C", "N", "H", "H", "H", "H", "H", "H", "F", "P", "F", "F", "F", "F", "F"], "coordinates": [[-0.533586, -0.553268, -0.656300], [-3.772036, -0.540755, 4.245664], [-2.986522, -0.626341, 3.174284], [-2.920307, -1.778838, 2.375271], [-2.086872, -1.755903, 1.286679], [-1.367860, -0.664368, 1.052551], [-1.416976, 0.463851, 1.761554], [-2.216838, 0.509944, 2.870413], [-0.543657, 1.573108, 1.190909], [-0.320036, 2.582160, 1.792792], [-0.017959, 1.268893, 0.006821], [-1.839017, -2.855296, 0.259532], [-2.302589, -3.950396, 0.394943], [-1.040273, -2.481493, -0.730327], [-4.302680, -1.338882, 4.364328], [-3.508621, -2.664714, 2.578753], [-2.281347, 1.405330, 3.472339], [1.952734, -2.337374, 1.331191], [2.570342, -1.275253, 0.493276], [3.880752, -0.815144, 0.682309], [4.380052, 0.199888, -0.099909], [3.566006, 0.748189, -1.104980], [3.928673, 1.827033, -1.982548], [5.569513, 2.624530, -1.812045], [3.080802, 2.347915, -2.980785], [1.838900, 1.817626, -3.186139], [0.659867, 2.447931, -4.408162], [1.381468, 0.673664, -2.335042], [0.333057, 0.110558, -2.552203], [2.286080, 0.215376, -1.233992], [1.803027, -0.742731, -0.467882], [2.687608, -2.841064, 1.953020], [1.439566, -3.060574, 0.695197], [1.197859, -1.884615, 1.980719], [4.488896, -1.258088, 1.458120], [5.385554, 0.565904, 0.056189], [3.423135, 3.181340, -3.577706], [-2.498499, -0.243040, -1.515621], [-3.253974, 1.330446, -1.786960], [-2.869105, 1.656954, -0.244504], [-1.771129, 1.847809, -2.215081], [-4.607945, 0.662273, -1.299820], [-3.890878, 2.752708, -2.006417], [-3.505185, 0.854709, -3.280433]], "forces_ev_per_a": [[0.068, -0.084, 0.033], [0.004, -0.011, -0.012], [0.007, 0.019, -0.001], [-0.006, 0.006, 0.016], [0.018, -0.015, -0.019], [-0.020, -0.009, 0.029], [-0.001, 0.020, -0.007], [-0.027, -0.022, 0.018], [0.070, 0.011, -0.041], [-0.024, 0.000, 0.018], [-0.046, -0.024, 0.015], [0.011, -0.002, -0.023], [-0.013, -0.001, 0.016], [-0.005, 0.000, 0.028], [-0.003, 0.003, 0.006], [0.005, -0.006, -0.012], [0.012, 0.008, -0.011], [-0.003, -0.011, -0.008], [-0.013, -0.006, 0.012], [0.012, 0.022, 0.002], [-0.016, -0.010, 0.003], [0.022, -0.001, 0.018], [-0.024, 0.008, -0.024], [0.016, 0.004, 0.008], [-0.013, -0.017, -0.001], [0.021, 0.007, 0.033], [-0.013, 0.004, -0.010], [-0.058, -0.077, 0.017], [0.105, 0.054, -0.009], [-0.054, -0.003, -0.039], [0.000, 0.053, -0.056], [0.002, 0.001, 0.000], [-0.004, 0.007, 0.001], [0.007, 0.005, 0.008], [0.000, -0.001, -0.001], [0.000, 0.001, -0.002], [0.000, 0.000, 0.001], [-0.050, 0.124, 0.005], [-0.032, -0.044, -0.018], [-0.014, -0.016, 0.002], [0.008, -0.006, 0.013], [0.017, -0.001, -0.008], [0.017, 0.011, -0.004], [0.014, -0.002, 0.001]], "mulliken_spin": [0.79, 0.00, 0.00, 0.00, 0.02, 0.00, 0.01, 0.00, 0.00, 0.00, 0.00, -0.01, 0.00, 0.02, 0.00, 0.00, 0.00, 0.00, 0.00, 0.00, 0.00, 0.00, 0.00, 0.00, 0.00, 0.00, 0.00, -0.02, 0.01, 0.02, 0.08, 0.00, 0.00, 0.00, 0.00, 0.00, 0.00, 0.08, -0.01, 0.00, 0.00, 0.00, 0.00, 0.00], "homo_lumo_gap_ev": [5.1, 5.2], "total_charge": 1, "de_lowest_kj_mol": 0.3, "s_squared": 0.753, "multiplicity": 2, "e_lumo_ha": [-0.287, -0.287], "total_energy_ev": -202195.1847}

{"formula": "C18H10AuBrF2N2O3", "method": "ωB97M-V/def2-TZVPD", "symbols": ["Au", "F", "C", "C", "C", "C", "C", "F", "C", "C", "C", "C", "C", "C", "N", "H", "H", "H", "H", "H", "H", "Br", "C", "C", "C", "C", "C", "C", "C", "O", "O", "H", "H", "H", "H", "O", "N"], "coordinates": [[0.242623, 0.781360, 1.266344], [-0.010814, 6.386847, -0.449028], [-0.101288, 5.085059, -0.734351], [-0.613319, 4.216603, 0.206919], [-0.677568, 2.856475, -0.085256], [-0.273887, 2.360752, -1.343834], [0.260495, 3.289828, -2.239345], [0.767140, 2.855578, -3.404926], [0.353721, 4.638191, -1.964741], [-0.348443, 0.940053, -1.707215], [-0.765416, 0.560961, -2.985160], [-0.793796, -0.779011, -3.322258], [-0.426316, -1.720020, -2.371521], [-0.058289, -1.277618, -1.114911], [-0.008991, 0.011021, -0.803193], [-0.929712, 4.561927, 1.180919], [0.792683, 5.314133, -2.678769], [-1.068849, 1.310103, -3.698946], [-1.105490, -1.085247, -4.308943], [-0.441187, -2.774242, -2.589892], [0.211129, -1.966374, -0.326395], [-0.436473, -0.627675, 3.994116], [-0.081416, -2.151629, 2.886503], [-1.055924, -3.133799, 2.825133], [-0.845397, -4.245687, 2.031207], [0.332264, -4.369753, 1.309678], [1.308136, -3.391435, 1.399948], [1.111488, -2.259401, 2.188384], [2.236526, -1.238303, 2.286904], [3.325429, -1.601565, 2.664070], [1.957056, -0.035419, 1.913610], [-1.954701, -3.023924, 3.410672], [-1.591192, -5.025282, 2.000329], [0.501530, -5.249316, 0.705450], [2.242780, -3.490123, 0.865816], [-0.874192, 2.302238, 2.113405], [-1.180338, 1.974695, 0.879276]], "forces_ev_per_a": [[1.280, -1.536, -0.761], [-0.034, -0.026, -0.016], [0.010, -0.467, -0.167], [0.055, -0.066, 0.178], [0.441, 1.251, -0.925], [0.044, 0.395, 0.149], [-0.133, 0.036, 0.393], [-0.070, 0.058, -0.021], [-0.004, 0.097, 0.054], [-0.134, -0.209, -0.453], [0.031, -0.064, 0.178], [0.075, -0.032, 0.240], [-0.077, 0.149, -0.020], [-0.050, -0.385, -0.128], [0.283, 0.129, 0.249], [-0.007, 0.041, -0.040], [0.045, 0.083, -0.092], [0.010, 0.054, 0.020], [-0.031, -0.023, -0.084], [0.026, -0.136, 0.005], [0.017, -0.037, -0.016], [-0.010, -0.424, 0.085], [-0.099, 0.285, 0.155], [0.027, 0.069, 0.040], [-0.019, -0.037, 0.024], [0.096, -0.061, -0.010], [-0.065, -0.015, 0.073], [0.155, 0.107, 0.124], [-0.277, -0.198, -0.074], [0.218, -0.194, 0.041], [0.752, 0.002, 0.234], [-0.110, -0.021, 0.018], [-0.083, -0.056, -0.054], [0.024, -0.036, -0.069], [0.086, -0.027, 0.022], [-0.364, 0.875, 0.456], [-2.108, 0.420, 0.193]], "mulliken_charge": [0.86, -0.31, 0.39, -0.70, 0.30, -0.42, 0.44, -0.31, -0.69, 1.17, -0.70, -0.52, -0.78, 0.56, -0.24, 0.50, 0.51, 0.43, 0.44, 0.42, -0.07, -0.12, 0.50, -0.58, -0.50, -0.56, -0.46, 0.22, 0.38, -0.65, -0.72, 0.44, 0.40, 0.42, 0.45, -0.55, 0.07], "homo_lumo_gap_ev": 8.1, "total_charge": 0, "de_lowest_kj_mol": 29.6, "multiplicity": 1, "e_lumo_ha": -0.035, "total_energy_ev": -107117.5778}

{"formula": "C18H10BrF6MgN5O6S4", "method": "ωB97M-V/def2-TZVPD", "symbols": ["Mg", "S", "C", "S", "C", "C", "N", "C", "N", "F", "C", "F", "F", "S", "O", "O", "N", "S", "O", "O", "C", "F", "F", "F", "Br", "C", "C", "C", "C", "C", "N", "C", "O", "O", "H", "H", "H", "N", "C", "C", "C", "C", "C", "C", "H", "H", "H", "H", "H", "H", "H"], "coordinates": [[1.688874, -0.293585, 1.016172], [0.502737, 1.895378, 2.159977], [0.488948, 1.049432, 3.658579], [1.705456, -0.119923, 3.796063], [-0.489726, 1.254869, 4.691009], [-1.558993, 2.149057, 4.514921], [-2.521635, 2.809021, 4.486508], [-0.642691, 0.413878, 5.799185], [-0.850306, -0.190408, 6.793608], [-2.905742, -3.006894, 1.941053], [-2.227581, -3.274047, 0.805896], [-2.652569, -2.451153, -0.205931], [-2.413028, -4.588880, 0.466035], [-0.401816, -3.110615, 1.099622], [-0.103289, -1.700501, 1.392127], [-0.130202, -4.058261, 2.137750], [0.262741, -3.664527, -0.257097], [1.349542, -2.819686, -1.091172], [1.499883, -3.321167, -2.427086], [1.255584, -1.323136, -0.953713], [2.851101, -3.413275, -0.147279], [2.873980, -4.762688, -0.096463], [3.944811, -2.944067, -0.818817], [2.889850, -2.859262, 1.145168], [0.697654, 2.350417, -3.040040], [2.013953, 2.844697, -1.754925], [2.562261, 4.159181, -1.948901], [3.844471, 4.371955, -1.433143], [4.431006, 3.440123, -0.609542], [3.643236, 2.296543, -0.255039], [2.441947, 2.058880, -0.781046], [4.305078, 1.221405, 0.566268], [5.527114, 1.389290, 0.663828], [3.517585, 0.306368, 1.020866], [2.001293, 4.877079, -2.516759], [4.379600, 5.313260, -1.651982], [5.432892, 3.541894, -0.260542], [-1.774426, 0.929394, -0.858213], [-2.863197, 0.366220, -1.481959], [-2.577774, -0.478715, -2.594865], [-3.601028, -0.919111, -3.401007], [-4.924248, -0.632758, -3.044699], [-5.215292, 0.084195, -1.905525], [-4.181806, 0.579400, -1.082819], [-1.892938, 1.483855, -0.011172], [-0.886433, 0.453264, -0.884835], [-1.520996, -0.653993, -2.794149], [-3.382764, -1.486481, -4.299751], [-5.715600, -1.033355, -3.668132], [-6.276704, 0.259894, -1.634402], [-4.400812, 1.207543, -0.243630]], "forces_ev_per_a": [[-0.516, 1.038, 1.323], [-0.617, 0.210, -0.837], [-0.564, -0.391, 0.547], [0.247, -0.920, 0.203], [1.094, 0.041, -1.795], [-1.610, 0.977, 0.061], [1.078, -0.494, -0.112], [-0.257, -1.592, 3.112], [0.508, 1.263, -2.395], [0.566, -0.223, -1.320], [-0.295, -0.019, -0.591], [0.413, -1.376, 1.506], [-0.321, 1.589, 0.202], [1.790, 0.623, 0.592], [-0.480, -1.057, -0.665], [-0.547, 0.183, -0.156], [0.018, 1.388, -0.647], [-1.495, 0.737, 0.939], [0.000, 0.212, 0.750], [0.789, -2.252, 0.445], [1.153, 1.070, 0.351], [0.175, 1.710, 0.189], [-0.924, -0.850, 0.944], [-0.294, -1.205, -2.305], [-0.177, -0.318, 0.532], [1.035, 2.497, 0.917], [0.102, -2.037, 0.173], [-0.510, 1.096, 0.017], [-1.590, -1.348, -0.053], [0.779, 1.564, -0.762], [-0.220, -0.678, -1.579], [-0.338, -0.176, 0.535], [-0.766, -1.096, 0.513], [1.614, 0.308, -0.729], [0.166, 0.143, -0.393], [-0.416, -0.507, 0.084], [0.339, -0.109, 0.285], [-0.221, 0.580, 0.815], [0.793, -0.710, -0.167], [-0.153, 0.794, 0.349], [0.088, 0.021, 0.396], [-0.156, -0.466, -0.549], [-0.141, 0.346, 0.763], [-0.389, -0.122, -1.302], [-0.022, -0.421, -0.262], [-0.119, -0.043, -0.168], [-0.254, -0.109, -0.211], [-0.043, -0.049, 0.104], [-0.094, 0.131, 0.052], [0.835, -0.074, -0.132], [-0.055, 0.119, 0.430]], "mulliken_charge": [1.55, -0.54, 0.66, -0.49, -0.08, 0.21, -0.67, 0.19, -0.67, -0.18, 0.47, -0.13, -0.22, 0.98, -0.45, -0.67, -0.52, 0.91, -0.66, -0.73, 0.60, -0.20, -0.22, -0.21, -0.17, 0.19, -0.67, -0.23, -0.75, 0.45, 0.04, 0.33, -0.74, -0.57, 0.41, 0.33, 0.48, -0.27, 0.72, -0.37, -0.61, -0.47, -0.40, -0.56, 0.20, -0.13, 0.40, 0.36, 0.33, 0.31, 0.42], "homo_lumo_gap_ev": 5.8, "total_charge": -2, "de_lowest_kj_mol": 0.0, "multiplicity": 1, "e_lumo_ha": 0.144, "total_energy_ev": -173701.6564}

{"formula": "C18H10F4N4", "method": "ωB97M-V/def2-TZVPD", "symbols": ["F", "C", "C", "C", "F", "C", "C", "C", "C", "C", "C", "F", "C", "C", "F", "C", "C", "H", "H", "H", "H", "H", "H", "H", "C", "N", "C", "N", "C", "C", "N", "C", "N", "H", "H", "H"], "coordinates": [[-3.510585, 2.716609, -1.561904], [-3.264507, 1.368619, -1.415876], [-4.350290, 0.511779, -1.548659], [-4.038772, -0.848021, -1.545046], [-5.074330, -1.739824, -1.696417], [-2.743045, -1.320827, -1.337962], [-1.679740, -0.443162, -1.078144], [-0.331087, -0.942107, -0.556831], [0.952164, -0.449880, -1.172621], [2.048840, -1.320960, -1.294903], [3.343434, -0.836362, -1.465105], [4.399722, -1.708162, -1.381573], [3.620685, 0.527291, -1.580155], [2.518145, 1.367927, -1.559100], [2.745044, 2.724715, -1.515708], [1.200459, 0.902836, -1.467395], [-1.958668, 0.925006, -1.154842], [-5.365130, 0.884089, -1.730725], [-2.505219, -2.378056, -1.359649], [-0.335644, -2.052221, -0.340317], [1.831560, -2.374440, -1.181958], [4.636634, 0.919839, -1.693385], [0.393242, 1.603054, -1.575733], [-1.176405, 1.640988, -0.999579], [1.080753, 0.421294, 4.206397], [2.223966, 0.970450, 3.787283], [2.581571, 0.998827, 2.499937], [1.808953, 0.556467, 1.479191], [0.693487, -0.004622, 1.849257], [0.229092, -0.142603, 3.236086], [-0.932849, -0.856472, 3.195805], [-1.186643, -1.134004, 1.882023], [-0.246669, -0.655274, 1.041975], [0.912062, 0.466245, 5.297884], [3.535989, 1.402583, 2.252987], [-2.056231, -1.701636, 1.484751]], "forces_ev_per_a": [[0.440, -1.341, 0.340], [0.161, 0.478, -0.126], [0.312, -0.270, -0.355], [-0.414, -0.146, 0.182], [1.140, 0.740, 0.043], [0.375, -0.338, 0.159], [-0.703, 0.560, 0.211], [-0.153, -0.952, 2.539], [1.397, 0.589, -0.836], [-0.420, -0.054, 0.531], [0.213, -0.035, 0.305], [-0.978, 0.663, -0.378], [-0.121, -0.250, -0.050], [-0.311, 0.278, 0.117], [-0.342, -1.272, -0.455], [0.328, -0.065, 0.249], [-0.691, 0.190, -0.069], [0.524, -0.222, 0.138], [-0.433, -0.076, 0.080], [0.009, 0.956, -1.620], [0.478, -0.130, 0.172], [-0.456, -0.246, 0.214], [0.299, 0.264, 0.273], [-0.272, 0.318, 0.225], [-0.102, -0.031, -0.637], [0.498, 0.080, 0.224], [-2.317, -0.802, -0.004], [1.572, 0.456, 0.217], [-0.591, -0.290, 1.307], [0.669, 0.008, -2.490], [-1.570, -0.959, -1.637], [0.137, 0.299, 2.670], [0.280, 0.986, -1.261], [-0.201, -0.235, -0.792], [0.488, 0.310, -0.137], [0.751, 0.538, 0.651]], "mulliken_charge": [-0.31, 0.24, -0.66, 0.35, -0.31, -0.37, 0.38, -0.33, 0.01, -0.43, 0.26, -0.32, -0.56, 0.35, -0.33, -0.53, -0.95, 0.46, 0.48, 0.67, 0.44, 0.46, 0.34, 0.63, -0.32, -0.60, -0.22, -0.26, 0.57, 0.25, -0.79, -0.07, 0.19, 0.40, 0.44, 0.42], "homo_lumo_gap_ev": 8.9, "total_charge": 0, "multiplicity": 1, "e_lumo_ha": -0.004, "total_energy_ev": -35657.2841}

F_max in eV/A, matching the order above: 0.134; 2.158; 3.505; 2.716